Density functional theory data (ωB97M-V/def2-TZVPD) for C44H38Cl4N5O4P2S2Sn as an isolated structure.

Each line ends with the Löwdin charge.
Geometry (Å):
Sn  -0.396  0.518  -0.147  1.264
C  -7.271  -1.693  0.040  -0.105
C  -7.037  -0.482  0.669  -0.092
C  -5.859  0.220  0.432  -0.079
C  -4.901  -0.286  -0.438  -0.353
C  -5.142  -1.515  -1.060  -0.103
C  -6.317  -2.209  -0.831  -0.094
P  -3.277  0.509  -0.753  1.037
C  -3.456  2.137  0.046  -0.399
C  -3.175  2.181  1.415  -0.125
C  -3.211  3.388  2.097  -0.074
C  -3.509  4.560  1.415  -0.094
C  -3.774  4.523  0.054  -0.116
C  -3.740  3.317  -0.632  -0.074
C  -3.311  0.846  -2.542  -0.325
C  -4.483  1.047  -3.222  -0.101
C  -4.482  1.263  -4.616  -0.087
C  -3.300  1.264  -5.294  -0.048
C  -2.068  1.061  -4.624  -0.174
C  -0.853  1.056  -5.354  -0.064
C  0.325  0.864  -4.702  -0.097
C  0.336  0.678  -3.298  -0.166
C  -0.795  0.662  -2.516  -0.231
C  -2.043  0.853  -3.215  -0.189
H  -8.188  -2.238  0.229  0.094
H  -7.775  -0.072  1.349  0.098
H  -5.694  1.170  0.924  0.098
H  -4.398  -1.925  -1.735  0.109
H  -6.489  -3.157  -1.325  0.098
H  -2.895  1.270  1.937  0.104
H  -2.975  3.416  3.153  0.103
H  -3.497  5.509  1.935  0.101
H  -3.979  5.441  -0.482  0.097
H  -3.914  3.297  -1.701  0.103
H  -5.426  1.034  -2.687  0.106
H  -5.418  1.422  -5.137  0.096
H  -3.283  1.423  -6.367  0.104
H  -0.883  1.213  -6.427  0.101
H  1.258  0.860  -5.256  0.093
H  1.307  0.542  -2.830  0.032
Cl  3.564  6.013  2.629  0.609
C  2.429  5.074  1.714  -0.734
C  1.442  5.683  0.966  -0.724
Cl  1.335  7.416  0.915  0.610
C  0.520  4.897  0.247  -0.594
Cl  -0.679  5.655  -0.760  0.681
C  0.535  3.501  0.280  -0.405
O  -0.328  2.771  -0.347  -0.253
C  1.607  2.865  1.014  -0.427
O  1.681  1.572  0.968  -0.375
C  2.498  3.668  1.717  -0.584
Cl  3.724  2.847  2.670  0.672
O  1.482  -4.370  3.459  -0.001
C  1.114  -3.439  4.365  -0.285
C  1.427  -3.668  5.706  -0.038
C  1.105  -2.731  6.671  -0.111
C  0.461  -1.548  6.318  -0.109
C  0.130  -1.334  4.989  -0.032
C  0.440  -2.262  4.000  -0.079
C  0.027  -1.955  2.582  -0.485
O  -0.747  -1.019  2.360  -0.100
N  0.655  -2.755  1.680  -0.053
N  0.252  -2.536  0.380  -0.086
C  0.691  -3.385  -0.452  -0.945
S  1.720  -4.759  0.018  0.894
C  1.751  -5.504  -1.640  -0.545
C  0.502  -5.069  -2.388  -0.545
S  0.343  -3.282  -2.184  0.880
H  1.257  -3.979  2.566  0.006
H  1.933  -4.591  5.962  0.106
H  1.364  -2.922  7.706  0.092
H  0.216  -0.808  7.069  0.089
H  -0.389  -0.437  4.675  0.112
H  1.778  -6.587  -1.512  0.068
H  2.648  -5.183  -2.169  0.065
H  -0.383  -5.548  -1.968  0.075
H  0.560  -5.288  -3.454  0.073
C  5.545  0.448  0.704  -0.123
N  4.798  -0.835  1.096  -0.062
C  5.226  -1.948  0.147  -0.126
N  5.008  -1.579  -1.209  -0.144
C  5.735  -0.349  -1.514  -0.179
N  5.344  0.769  -0.666  -0.141
C  3.965  1.231  -0.930  -0.260
P  2.679  -0.051  -0.552  1.010
C  3.306  -0.630  1.082  -0.230
C  3.562  -1.421  -1.504  -0.297
H  6.599  0.244  0.905  0.136
H  5.170  1.238  1.356  0.070
H  5.071  -1.082  2.046  0.179
H  4.647  -2.832  0.416  0.133
H  6.287  -2.117  0.337  0.135
H  5.543  -0.083  -2.553  0.130
H  6.806  -0.530  -1.387  0.127
H  3.883  1.503  -1.983  0.098
H  3.764  2.125  -0.339  0.083
H  2.826  -1.580  1.336  0.090
H  3.047  0.122  1.827  0.075
H  3.449  -1.243  -2.576  0.088
H  3.060  -2.368  -1.294  0.043

lowest unoccupied orbital energy = 1.60 eV
Kohn-Sham gap = 5.443 eV
net charge = -1
highest occupied orbital energy = -3.843 eV